The following is a DFT calculation (wB97M-V/def2-TZVPD) of a 2-piece molecular cluster, C12H11N3O5S overall at a distorted geometry.

```
32
Properties=species:S:1:pos:R:3:nbo_charge:R:1
C -2.067 0.401 2.112 -0.714
C -0.704 0.851 1.751 0.511
C -0.382 0.794 0.273 -0.362
N 0.627 1.807 -0.076 -0.251
C 1.890 1.630 0.438 0.044
C 2.949 2.445 0.022 -0.210
C 2.720 3.500 -0.858 -0.167
C 1.413 3.702 -1.332 -0.223
C 0.387 2.838 -0.937 0.064
O 0.141 1.191 2.610 -0.622
H -2.744 1.251 2.048 0.241
H -2.468 -0.380 1.471 0.226
H -2.075 0.032 3.130 0.244
H -1.233 0.877 -0.421 0.238
H 1.988 0.864 1.201 0.257
H 3.925 2.236 0.443 0.239
H 3.530 4.140 -1.189 0.234
H 1.173 4.507 -2.013 0.240
H -0.659 2.949 -1.261 0.234
O -1.563 -5.847 0.626 -0.359
N -1.039 -4.795 1.052 0.475
O -0.638 -4.677 2.253 -0.409
C -0.818 -3.617 0.285 -0.141
C -1.059 -3.283 -1.033 -0.141
C -0.660 -1.926 -1.219 -0.087
N -0.527 -1.363 -2.515 0.506
O -0.052 -0.205 -2.616 -0.437
O -0.885 -2.055 -3.492 -0.398
C -0.198 -1.263 -0.072 -0.326
S -0.073 -2.303 1.253 0.516
H -1.375 -3.941 -1.843 0.279
H 0.473 -0.360 -0.090 0.299
```

Results
Relative energy (zero: lowest compared OMol25 entry of this formula, charge and spin) ... 5.6 kcal/mol
LUMO ... -1.312 eV